Record 1
ORCA calculation (the ωB97M-V functional and the def2-TZVPD basis) on the molecule C3H6OS2.

Results
ΔE to the lowest compared entry with this formula, charge and spin: 2.669 eV
F_max: 4.0 eV/A
Kohn-Sham gap: 9.23 eV
Structure (SMILES): O=C(CS)CS

Structure (ORCA input):
```
! RIJCOSX wB97M-V def2-TZVPD def2/J DEFGRID3
* xyz 0 1
O 0.57 2.12 -0.07
C 0.38 0.92 -0.08
C 1.37 0.11 -0.86
S 1.69 -1.34 0.18
C -0.83 0.37 0.75
S -1.67 -0.80 -0.46
H 0.64 -0.20 -1.78
H 2.39 0.56 -1.07
H 0.14 -1.44 0.48
H -0.53 -0.44 1.49
H -1.44 1.34 1.11
H -2.72 -1.19 0.32
*
```

Record 2
ORCA calculation (the ωB97M-V functional and the def2-TZVPD basis) on the molecule H3N3O3S.

Results
ΔE to the lowest compared entry with this formula, charge and spin: 0.436 eV
F_max: 3.7 eV/A
Kohn-Sham gap: 10.78 eV
Structure (SMILES): NS(=O)(=O)/N=N/O

Structure (ORCA input):
```
! RIJCOSX wB97M-V def2-TZVPD def2/J DEFGRID3
* xyz 0 1
N 1.29 0.71 0.16
S -0.09 0.89 -0.65
O -0.82 2.04 -0.27
O 0.20 0.57 -2.03
N -0.91 -0.45 0.06
N -0.23 -1.12 0.85
O -1.18 -2.03 1.36
H 1.72 -0.19 -0.17
H 1.94 1.43 0.12
H -1.91 -1.86 0.56
*
```

Record 3
ORCA calculation (the ωB97M-V functional and the def2-TZVPD basis) on a cluster of 11 separate species, C22H66O22 in total.

Results
ΔE to the lowest compared entry with this formula, charge and spin: 1.833 eV
F_max: 2.7 eV/A
Kohn-Sham gap: 9.17 eV
Structure (SMILES): OCCO.OCCO.OCCO.OCCO.OCCO.OCCO.OCCO.OCCO.OCCO.OCCO.OCCO

Structure (ORCA input):
```
! RIJCOSX wB97M-V def2-TZVPD def2/J DEFGRID3
* xyz 0 1
O -1.46 4.51 -0.80
C -2.39 4.84 -1.88
C -1.91 4.20 -3.16
O -1.64 2.84 -2.98
H -0.62 4.91 -1.07
H -3.32 4.52 -1.41
H -2.46 5.93 -1.91
H -1.01 4.75 -3.45
H -2.69 4.27 -3.92
H -2.36 2.29 -3.33
O 0.09 -0.36 4.81
C 1.08 -0.24 5.81
C 1.01 -1.39 6.80
O 1.02 -2.57 5.99
H -0.18 -1.29 4.81
H 2.12 -0.17 5.48
H 0.86 0.70 6.32
H 0.08 -1.41 7.38
H 1.81 -1.37 7.54
H 0.67 -3.33 6.46
O -5.32 -0.27 -5.13
C -4.89 -0.64 -3.80
C -3.68 0.21 -3.43
O -3.94 1.56 -3.88
H -6.28 -0.35 -5.10
H -5.71 -0.49 -3.10
H -4.53 -1.68 -3.83
H -2.79 -0.07 -4.01
H -3.43 0.08 -2.38
H -4.41 1.45 -4.72
O 0.60 0.78 1.61
C 0.18 -0.15 0.60
C -0.45 0.56 -0.58
O -1.46 1.44 -0.16
H 1.01 0.26 2.31
H 1.04 -0.79 0.34
H -0.51 -0.84 1.13
H -0.80 -0.21 -1.27
H 0.41 1.11 -0.98
H -1.37 2.27 -0.66
O -0.09 -3.74 0.75
C -0.07 -4.55 -0.42
C -0.42 -5.99 -0.05
O 0.65 -6.66 0.58
H 0.77 -3.28 0.79
H -0.92 -4.26 -1.06
H 0.78 -4.35 -1.07
H -0.73 -6.54 -0.94
H -1.31 -5.96 0.58
H 0.82 -6.34 1.47
O -2.59 2.12 2.36
C -1.92 1.66 3.51
C -2.88 1.67 4.71
O -2.93 3.01 5.22
H -2.16 1.84 1.53
H -1.57 0.66 3.30
H -1.15 2.35 3.85
H -2.47 0.92 5.39
H -3.90 1.38 4.43
H -3.42 2.97 6.05
O 2.42 -2.94 1.51
C 2.58 -3.26 2.92
C 2.44 -4.75 3.18
O 1.08 -5.21 3.05
H 3.32 -3.06 1.15
H 3.53 -2.89 3.32
H 1.79 -2.67 3.38
H 2.74 -4.94 4.22
H 3.07 -5.36 2.53
H 0.63 -4.57 2.48
O -5.90 1.39 -0.89
C -4.95 2.47 -0.78
C -5.11 3.15 0.58
O -6.34 3.86 0.68
H -6.74 1.81 -0.64
H -3.96 2.03 -0.86
H -5.23 3.22 -1.53
H -4.33 3.92 0.65
H -4.88 2.49 1.42
H -7.07 3.27 0.87
O 3.47 0.19 -0.27
C 4.72 -0.28 0.25
C 5.50 -1.10 -0.75
O 5.02 -2.43 -0.80
H 2.86 -0.55 -0.14
H 5.35 0.56 0.53
H 4.51 -0.84 1.16
H 6.55 -1.11 -0.47
H 5.45 -0.53 -1.68
H 5.36 -2.88 -1.58
O 4.57 3.76 -4.21
C 4.58 4.04 -2.81
C 4.39 2.83 -1.97
O 3.16 2.18 -2.26
H 3.75 3.30 -4.41
H 5.41 4.67 -2.49
H 3.73 4.73 -2.68
H 4.45 3.00 -0.89
H 5.26 2.18 -2.15
H 3.23 1.33 -1.80
O 0.61 -1.71 -3.44
C 1.94 -1.29 -3.10
C 2.91 -1.01 -4.24
O 3.37 -2.26 -4.79
H 0.60 -2.08 -4.33
H 1.86 -0.29 -2.64
H 2.21 -2.01 -2.33
H 3.73 -0.48 -3.75
H 2.55 -0.35 -5.02
H 2.97 -2.35 -5.66
*
```

Record 4
ORCA calculation (the ωB97M-V functional and the def2-TZVPD basis) on a structure of composition C4H7HgO.

Results
ΔE to the lowest compared entry with this formula, charge and spin: 0.000 eV
F_max: 9.2 eV/A
Kohn-Sham gap (spin up / spin down): 6.41 / 5.86 eV
⟨S²⟩: 0.753

Structure (ORCA input):
```
! RIJCOSX wB97M-V def2-TZVPD def2/J DEFGRID3
* xyz 0 2
H -0.95 1.61 -0.25
C 0.96 0.49 0.09
C -0.62 0.59 0.01
C -0.95 -0.31 -1.10
O -1.78 -1.23 -1.09
Hg -2.97 -2.16 0.09
H 1.33 0.01 -0.83
H 1.31 1.54 0.00
H -1.10 0.25 0.94
H -0.84 0.32 -2.03
C 1.44 -0.27 1.32
H 1.98 -1.18 0.97
H 2.19 0.33 1.87
*
```

Record 5
ORCA calculation (the ωB97M-V functional and the def2-TZVPD basis) on a cluster of 9 separate species, C46H82BNO31S in total.

Results
F_max: 2.7 eV/A
Kohn-Sham gap: 9.16 eV
Structure (SMILES): CCOB(O)[C@@](CCCS)(CCCC(=O)OCC)OC(=O)CCC(=O)Nc1ccccc1.COC(=O)OC.COC(=O)OC.COC(=O)OC.COC(=O)OC.COC(=O)OC.COC(=O)OC.COC(=O)OC.COC(=O)OC

Structure (ORCA input):
```
! RIJCOSX wB97M-V def2-TZVPD def2/J DEFGRID3
* xyz 0 1
C -1.54 5.60 -2.59
C -1.01 4.13 -2.36
O -1.24 3.63 -1.03
B -2.40 2.82 -0.95
O -3.49 3.23 -1.73
C -2.40 1.53 0.05
C -1.43 1.76 1.27
C -0.92 0.44 1.99
C 0.67 0.46 2.10
S 1.20 -1.26 2.58
C -3.88 1.50 0.67
C -4.17 0.20 1.54
C -5.52 -0.52 1.08
C -5.27 -1.55 -0.08
O -4.19 -1.93 -0.45
O -6.41 -2.03 -0.76
C -6.56 -3.45 -0.57
C -7.56 -3.80 0.63
O -2.26 0.25 -0.63
C -1.16 0.19 -1.45
O -0.04 0.55 -1.18
C -1.40 -0.50 -2.85
C -0.90 0.38 -4.06
C -2.06 0.58 -5.09
O -2.14 1.60 -5.73
N -3.13 -0.44 -5.29
C -4.37 0.34 -5.39
C -5.08 0.59 -6.63
C -6.29 1.44 -6.57
C -6.77 2.02 -5.32
C -6.07 1.73 -4.06
C -4.87 0.89 -4.11
H -0.75 6.15 -3.18
H -1.66 6.17 -1.64
H -2.49 5.64 -3.18
H -1.36 3.42 -3.16
H 0.11 4.20 -2.48
H -4.11 2.50 -1.91
H -2.02 2.33 2.04
H -0.53 2.39 1.04
H -1.27 -0.52 1.54
H -1.31 0.45 3.05
H 1.00 1.21 2.88
H 1.14 0.74 1.13
H 0.02 -1.99 2.61
H -4.68 1.52 -0.13
H -4.05 2.40 1.32
H -4.33 0.50 2.61
H -3.37 -0.58 1.46
H -6.23 0.28 0.76
H -5.91 -1.07 1.98
H -5.61 -4.00 -0.39
H -7.04 -3.87 -1.49
H -8.28 -2.93 0.70
H -8.08 -4.76 0.38
H -7.00 -3.91 1.60
H -0.75 -1.42 -2.82
H -2.45 -0.87 -2.93
H -0.08 -0.17 -4.62
H -0.48 1.36 -3.73
H -2.98 -0.91 -6.19
H -4.72 0.15 -7.58
H -6.85 1.65 -7.51
H -7.66 2.69 -5.27
H -6.38 2.14 -3.07
H -4.30 0.65 -3.18
C -3.57 -2.77 4.18
O -4.41 -1.70 4.62
C -4.89 -1.86 5.86
O -4.67 -2.80 6.59
O -5.65 -0.81 6.15
C -6.24 -0.85 7.45
H -3.24 -2.52 3.16
H -2.69 -2.85 4.81
H -4.12 -3.71 4.15
H -5.46 -0.86 8.22
H -6.89 -1.71 7.56
H -6.83 0.05 7.58
C -2.76 -1.00 9.82
O -3.35 -0.02 10.68
C -2.48 0.87 11.18
O -1.29 0.89 10.97
O -3.16 1.72 11.96
C -2.35 2.73 12.57
H -3.56 -1.65 9.48
H -2.30 -0.52 8.95
H -2.03 -1.59 10.37
H -1.87 3.35 11.81
H -1.60 2.28 13.22
H -3.00 3.35 13.17
C 5.34 -1.93 -4.77
O 4.50 -0.87 -4.34
C 4.01 -1.01 -3.10
O 4.23 -1.94 -2.36
O 3.25 0.05 -2.83
C 2.66 0.03 -1.52
H 5.67 -1.71 -5.78
H 6.22 -2.01 -4.13
H 4.79 -2.87 -4.79
H 3.43 0.03 -0.75
H 2.00 -0.83 -1.41
H 2.07 0.93 -1.42
C 6.14 1.40 -3.28
O 7.08 2.22 -2.59
C 6.79 2.40 -1.29
O 5.85 1.95 -0.71
O 7.74 3.18 -0.77
C 7.57 3.46 0.62
H 6.46 1.32 -4.32
H 6.11 0.40 -2.85
H 5.14 1.85 -3.27
H 7.59 2.54 1.21
H 6.63 4.00 0.79
H 8.39 4.10 0.94
C 0.31 -6.24 -6.98
O -0.51 -5.17 -6.53
C -0.98 -5.31 -5.28
O -0.75 -6.24 -4.55
O -1.73 -4.24 -5.00
C -2.29 -4.26 -3.68
H 0.62 -6.02 -8.00
H 1.20 -6.33 -6.35
H -0.25 -7.18 -6.99
H -1.50 -4.27 -2.93
H -2.95 -5.12 -3.56
H -2.88 -3.35 -3.56
C -1.13 1.50 -8.31
O -0.83 0.57 -9.35
C 0.46 0.49 -9.67
O 1.35 1.13 -9.17
O 0.60 -0.41 -10.65
C 1.94 -0.59 -11.10
H -2.20 1.48 -8.13
H -0.62 1.22 -7.39
H -0.85 2.51 -8.60
H 2.57 -0.96 -10.29
H 2.34 0.34 -11.51
H 1.92 -1.34 -11.89
C 3.25 -2.77 4.75
O 3.59 -2.51 6.12
C 2.94 -3.28 7.00
O 2.13 -4.13 6.73
O 3.34 -2.94 8.23
C 2.73 -3.68 9.27
H 3.84 -2.09 4.13
H 3.51 -3.79 4.48
H 2.20 -2.57 4.57
H 2.96 -4.74 9.18
H 1.65 -3.53 9.27
H 3.13 -3.32 10.22
C 11.96 2.33 2.00
O 11.36 3.32 2.84
C 12.23 4.21 3.34
O 13.41 4.23 3.13
O 11.54 5.07 4.10
C 12.35 6.08 4.70
H 11.16 1.66 1.65
H 12.42 2.79 1.13
H 12.69 1.74 2.55
H 12.82 6.70 3.94
H 13.09 5.64 5.36
H 11.69 6.72 5.29
*
```

Record 6
ORCA calculation (the ωB97M-V functional and the def2-TZVPD basis) on a cluster of 3 separate species, C18H19N4O9S2 in total.

Results
F_max: 0.9 eV/A
Kohn-Sham gap: 6.70 eV

Structure (ORCA input):
```
! RIJCOSX wB97M-V def2-TZVPD def2/J DEFGRID3
* xyz -1 1
O -0.59 -2.42 7.26
S -1.22 -3.15 6.17
O -1.13 -2.45 4.89
O -2.49 -3.76 6.47
O -0.24 -4.45 5.96
C 0.76 -4.31 4.97
C 1.98 -3.53 5.44
C 1.90 -2.02 5.24
C 1.63 -1.65 3.79
S 2.43 -0.08 3.36
C 1.53 0.29 1.91
N 1.87 0.19 0.66
N 0.76 0.60 -0.06
C -0.15 0.91 0.78
O 0.26 0.74 2.07
H 0.36 -3.92 4.04
H 1.10 -5.33 4.75
H 2.19 -3.76 6.48
H 2.81 -3.88 4.82
H 1.17 -1.56 5.90
H 2.87 -1.60 5.52
H 1.95 -2.43 3.10
H 0.55 -1.54 3.66
H -1.15 1.26 0.60
C -3.93 -1.72 -3.64
C -4.18 -1.35 -2.32
C -3.84 -0.09 -1.88
C -3.26 0.80 -2.77
C -3.00 0.45 -4.08
C -3.33 -0.82 -4.51
N -2.91 2.15 -2.30
O -3.13 2.41 -1.13
O -2.44 2.93 -3.10
H -4.19 -2.71 -3.98
H -4.63 -2.06 -1.64
H -4.03 0.20 -0.85
H -2.53 1.15 -4.75
H -3.13 -1.10 -5.54
C 3.57 4.53 -3.56
C 3.11 3.63 -2.61
C 2.04 2.80 -2.90
C 1.44 2.90 -4.14
C 1.87 3.80 -5.09
C 2.95 4.63 -4.80
N 0.31 2.02 -4.46
O -0.06 1.25 -3.61
O -0.18 2.10 -5.58
H 4.41 5.17 -3.33
H 3.60 3.56 -1.65
H 1.69 2.10 -2.16
H 1.38 3.87 -6.05
H 3.30 5.34 -5.53
*
```

Record 7
ORCA calculation (the ωB97M-V functional and the def2-TZVPD basis) on a cluster of 2 separate species, C3H3FN2 in total.

Results
ΔE to the lowest compared entry with this formula, charge and spin: 3.177 eV
F_max: 6.3 eV/A
Kohn-Sham gap: 9.12 eV
Structure (SMILES): C=C=NC#N.F

Structure (ORCA input):
```
! RIJCOSX wB97M-V def2-TZVPD def2/J DEFGRID3
* xyz 0 1
C -2.91 0.48 0.04
C -1.57 0.11 0.05
N -0.38 -0.23 0.04
C 0.94 -0.47 0.08
N 2.02 -0.81 0.06
H -3.26 0.05 1.06
H -3.47 0.61 -0.85
F 4.67 0.18 0.09
H 3.96 0.08 -0.55
*
```

Record 8
ORCA calculation (the ωB97M-V functional and the def2-TZVPD basis) on a structure of composition C48H40Br4N2O3P2PtS.

Results
ΔE to the lowest compared entry with this formula, charge and spin: 0.000 eV
F_max: 0.5 eV/A
Kohn-Sham gap: 6.37 eV

Structure (ORCA input):
```
! RIJCOSX wB97M-V def2-TZVPD def2/J DEFGRID3
* xyz 0 1
Pt -0.48 0.72 0.51
Br -7.37 -0.24 1.79
C -5.51 -0.02 2.00
C -4.90 -0.31 3.20
Br -5.90 -0.92 4.68
C -3.51 -0.16 3.31
Br -2.63 -0.56 4.95
C -2.73 0.25 2.24
O -1.40 0.33 2.31
C -3.36 0.59 1.01
O -2.63 0.98 0.01
C -4.74 0.44 0.92
Br -5.50 0.82 -0.77
C 0.69 -3.63 -4.47
C 1.91 -3.20 -3.63
C 3.17 -3.87 -4.18
C 2.02 -1.68 -3.69
C 2.69 -0.99 -4.69
C 2.65 0.40 -4.75
C 1.97 1.13 -3.79
C 1.31 0.47 -2.76
P 0.39 1.45 -1.49
C -0.90 2.13 -2.59
C -0.69 3.22 -3.43
C -1.67 3.61 -4.33
C -2.86 2.91 -4.40
C -3.07 1.81 -3.59
C -2.09 1.41 -2.69
C 1.62 2.77 -1.23
C 2.95 2.41 -1.04
C 3.91 3.38 -0.77
C 3.54 4.71 -0.70
C 2.22 5.08 -0.88
C 1.26 4.11 -1.12
C 1.34 -0.91 -2.76
O 0.63 -1.49 -1.76
C 1.01 -2.72 -1.33
C 0.71 -2.99 -0.01
C 1.01 -4.26 0.48
C 1.62 -5.19 -0.35
C 1.95 -4.86 -1.66
C 1.66 -3.61 -2.18
P 0.02 -1.65 1.05
C 1.32 -1.55 2.32
C 2.65 -1.63 1.92
C 3.68 -1.39 2.82
C 3.38 -1.07 4.14
C 2.06 -0.99 4.55
C 1.03 -1.22 3.64
C -1.40 -2.55 1.73
C -2.57 -2.46 0.97
C -3.73 -3.11 1.38
C -3.72 -3.85 2.56
C -2.55 -3.95 3.30
C -1.40 -3.30 2.89
H 0.83 -3.32 -5.51
H -0.22 -3.16 -4.10
H 0.57 -4.71 -4.43
H 3.32 -3.60 -5.22
H 3.07 -4.95 -4.16
H 4.05 -3.58 -3.61
H 3.23 -1.53 -5.45
H 3.17 0.92 -5.55
H 1.96 2.21 -3.84
H 0.25 3.76 -3.41
H -1.49 4.46 -4.97
H -3.63 3.22 -5.10
H -3.99 1.25 -3.64
H -2.27 0.57 -2.04
H 3.24 1.37 -1.11
H 4.94 3.08 -0.62
H 4.29 5.47 -0.50
H 1.93 6.12 -0.82
H 0.22 4.40 -1.22
H 0.77 -4.51 1.50
H 1.85 -6.18 0.03
H 2.45 -5.60 -2.27
H 2.90 -1.87 0.89
H 4.71 -1.45 2.50
H 4.18 -0.89 4.85
H 1.82 -0.74 5.58
H 0.01 -1.14 3.96
H -2.59 -1.85 0.07
H -4.63 -3.01 0.80
H -4.62 -4.33 2.90
H -2.55 -4.52 4.22
H -0.50 -3.38 3.49
C 0.40 5.32 2.05
N -0.15 4.42 3.04
C -0.04 3.08 2.98
S 0.99 2.33 1.84
N -0.70 2.38 3.90
C -1.53 2.97 4.93
H 0.27 6.34 2.41
H -0.09 5.20 1.09
H 1.46 5.12 1.92
H -0.89 4.79 3.62
H -0.78 1.39 3.70
H -0.96 3.72 5.49
H -1.84 2.18 5.61
H -2.43 3.43 4.52
*
```

Record 9
ORCA calculation (the ωB97M-V functional and the def2-TZVPD basis) on the ion C6H10N3 with charge +1.

Results
ΔE to the lowest compared entry with this formula, charge and spin: 6.599 eV
F_max: 6.8 eV/A
Kohn-Sham gap: 8.95 eV
Structure (SMILES): CCC(C)=C=N[N+]#CN

Structure (ORCA input):
```
! RIJCOSX wB97M-V def2-TZVPD def2/J DEFGRID3
* xyz 1 1
C -0.96 -1.39 -1.58
C -1.59 -0.12 -1.11
C -0.86 0.35 0.19
C -1.12 -0.50 1.50
C -0.18 1.37 0.16
N 0.37 2.46 0.29
N 1.64 2.34 0.31
C 2.17 1.28 0.37
N 3.14 0.57 0.63
H -1.13 -2.27 -0.94
H -1.36 -1.67 -2.57
H 0.24 -1.22 -1.65
H -2.63 -0.25 -0.87
H -1.37 0.58 -1.87
H -0.20 -0.55 2.09
H -1.78 0.08 2.18
H -1.53 -1.45 1.11
H 3.29 0.45 1.63
H 3.87 -0.05 0.11
*
```

> The lowest F_max belongs to which entry?

C48H40Br4N2O3P2PtS

> The lowest F_max belongs to which entry?

C48H40Br4N2O3P2PtS

> F_max of number 9 (C6H10N3)?

6.8 eV/A